Entry 1:
# C10H27ClIN2O2P2Ti

A molecular structure, C10H27ClIN2O2P2Ti (ωB97M-V with the def2-TZVPD basis set, the Open Molecules 2025 dataset).

The value obtained for the frontier orbital gap (alpha / beta) is 0.206 / 0.206 Eh.

```
! RIJCOSX wB97M-V def2-TZVPD def2/J DEFGRID3
* xyz 3 1
C 1.83150 4.87617 -4.46136
C 2.30020 3.62729 -3.71265
H 2.67185 5.24399 -5.07373
H 1.52282 5.65198 -3.73751
H 0.97274 4.62270 -5.10866
O 3.40547 3.14208 -3.77278
I 0.76789 2.66120 -2.41618
Ti -0.31473 0.03171 0.07965
P -0.71352 -1.23690 -2.10236
C -0.02760 -2.87669 -2.57097
C -2.50464 -1.64870 -2.21024
H -2.68755 -2.18148 -3.14375
H -1.06905 -0.94896 -4.48785
H -3.10060 -0.72930 -2.18457
H -0.87124 0.62423 -3.64369
H -0.19054 -3.60446 -1.76320
H -2.79282 -2.27990 -1.36409
C -0.50389 -0.40638 -3.72016
H -0.51901 -3.24835 -3.48786
H 0.56186 -0.38412 -3.98088
H 1.05330 -2.77914 -2.74857
P 0.74117 1.65416 1.67681
C 1.98595 1.06794 2.87146
C 1.55375 3.14834 1.03770
H -1.22291 2.94501 2.29782
H 0.03327 2.93316 3.57485
H -1.02775 1.52316 3.35733
C -0.49751 2.32468 2.83289
H 0.92023 3.58587 0.25491
H 1.71720 3.88534 1.83834
H 2.08112 1.79029 3.70023
H 2.95605 0.96516 2.36313
H 2.51109 2.85275 0.58607
H 1.69126 0.09372 3.28337
Cl -2.29092 1.12566 0.00184
C -0.49857 -4.14918 1.02357
N -0.57685 -3.43073 2.31109
C -0.59288 -2.10463 2.40442
N -0.64613 -1.54274 3.64157
O -0.52836 -1.34508 1.35902
H 0.47838 -3.94001 0.54179
H -1.34294 -3.83661 0.37977
H -0.57956 -5.22681 1.21691
H -0.66581 -3.92875 3.19580
H -0.63770 -0.53101 3.68647
H -0.73902 -2.09756 4.48533
*
```

Mulliken population analysis, charges in e, atoms 1 to 6: C -0.879; C 0.496; H 0.322; H 0.333; H 0.336; O -0.335

---

Entry 2:
# C10H27N4O12P

5 unconnected molecules or ions with the total composition C10H27N4O12P (ωB97M-V with the def2-TZVPD basis set, the Open Molecules 2025 dataset).

The value obtained for the frontier orbital gap (alpha / beta) is 0.069 / 0.195 Eh. The expectation value of S² is 0.75.

```
! RIJCOSX wB97M-V def2-TZVPD def2/J DEFGRID3
* xyz -1 2
C 3.85732 -1.58956 -0.15707
N 4.40115 -2.92207 -0.33752
O 3.82932 -3.90835 0.15654
O 5.41019 -3.10050 -1.03446
H 4.17561 -1.21867 0.81721
H 2.78978 -1.80403 -0.20655
H 4.28861 -1.09168 -1.02553
C -0.54592 4.24749 -1.73416
N -0.04528 5.04160 -0.50941
O 1.06078 5.58893 -0.62538
O -0.82865 5.16389 0.43138
H 0.16561 4.32497 -2.55624
H -1.44958 4.75264 -2.07523
H -0.89599 3.31143 -1.29899
C 0.93757 -0.34972 -2.21648
N 0.61465 1.04826 -2.49059
O 1.50272 1.91694 -2.34805
O -0.48586 1.24831 -2.86900
H 2.00425 -0.45709 -2.01960
H 0.58938 -0.97662 -3.03738
H 0.26264 -0.64267 -1.41228
C -3.31054 -2.53798 -4.44710
N -1.87272 -2.31265 -4.27871
O -1.31733 -2.93540 -3.37708
O -1.37245 -1.77769 -5.21195
H -3.80013 -2.03365 -3.61400
H -3.45313 -3.60763 -4.29345
H -3.62173 -2.23510 -5.44686
C 0.84756 -3.07342 1.53366
C -0.41310 -2.70817 2.29486
O -0.18714 -1.52319 3.05736
P -0.48416 -0.05687 2.52307
O 0.39972 0.43784 1.36425
O -2.03176 -0.14543 2.16128
C -2.58978 -0.14870 0.90103
C -2.79507 1.28485 0.52033
O -0.51743 0.97869 3.80574
C 0.76954 1.44791 4.34526
C 1.00575 2.76677 3.70982
H 1.69774 -3.48672 2.07631
H 0.75187 -4.02190 1.00514
H 1.13255 -2.34693 0.77269
H -1.24619 -2.56795 1.60608
H -0.76100 -3.41771 3.04562
H -1.90427 -0.59540 0.18086
H -3.54241 -0.65695 1.05030
H -3.17310 1.29473 -0.50197
H -3.44013 1.71559 1.28613
H -1.84490 1.81638 0.46770
H 0.75715 1.41914 5.43481
H 1.62871 0.89264 3.96899
H 2.05568 3.04081 3.60661
H 0.46086 2.90801 2.77641
H 0.53304 3.60260 4.22560
*
```

Mulliken population analysis, charges in e, atoms 1 to 6: C -0.133; N 0.765; O -0.818; O -0.860; H 0.202; H -0.418

---

Entry 3:
# C10H27N5O5P

3 unconnected molecules or ions with the total composition C10H27N5O5P (ωB97M-V with the def2-TZVPD basis set, the Open Molecules 2025 dataset).

The value obtained for the frontier orbital gap is 0.241 Eh.

```
! RIJCOSX wB97M-V def2-TZVPD def2/J DEFGRID3
* xyz 1 1
N 3.37227 1.15201 -1.36802
C 3.65417 0.06596 -0.35063
C 3.46839 -1.44744 -1.01618
N 3.92753 -2.56740 -0.07666
C 4.06581 -2.13412 1.36653
P 4.25324 -3.59020 2.61499
O 4.27504 -2.93113 4.07118
O 5.88168 -4.23662 2.36402
O 2.99877 -4.79255 2.50652
C 2.80027 -1.13430 1.69729
N 2.85466 0.19733 0.94329
H 3.28265 2.09983 -0.93841
H 4.09814 1.14910 -2.14114
H 4.79634 0.20402 -0.03209
H 4.11110 -1.55185 -2.01509
H 2.30451 -1.52625 -1.26638
H 3.19146 -3.32323 -0.16282
H 4.87206 -2.95190 -0.38135
H 5.08751 -1.52704 1.43612
H 6.38572 -3.48252 1.89762
H 2.99861 -5.26794 1.61816
H 2.66578 -0.89066 2.84427
H 1.79639 -1.66810 1.33737
H 3.36584 0.89001 1.56929
C -1.75156 0.16324 -1.42394
O -1.07641 -0.02270 -2.42816
N -1.45440 1.05220 -0.41252
C -2.30770 1.21329 0.74600
C -0.25036 1.85131 -0.51055
H -2.68781 -0.39213 -1.24887
H -2.64855 2.25153 0.79235
H -1.73198 0.97514 1.64501
H -3.17681 0.55212 0.69054
H -0.29696 2.45515 -1.42177
H 0.61514 1.18497 -0.57337
H -0.14919 2.50520 0.35964
C -6.65609 1.82000 0.33600
O -5.99607 1.90182 1.36388
N -6.19543 2.09111 -0.93514
C -7.04257 1.96978 -2.10300
C -4.82020 2.51088 -1.10956
H -7.71390 1.50958 0.35442
H -6.60308 1.23509 -2.78370
H -7.10089 2.94236 -2.60006
H -8.05005 1.64638 -1.82740
H -4.15794 1.73078 -0.72230
H -4.65330 3.42967 -0.53946
H -4.60181 2.68823 -2.16591
*
```

Mulliken population analysis, charges in e, atoms 1 to 6: N -0.554; C 0.040; C -0.813; N -0.060; C -0.332; P 0.991

---

Entry 4:
# C10H27N6OPd

A molecular structure, C10H27N6OPd (ωB97M-V with the def2-TZVPD basis set, the Open Molecules 2025 dataset).

As for the energy above the lowest of the compared OMol25 structures with the same formula, charge and spin: 19.7 kJ/mol. The value obtained for the frontier orbital gap is 0.338 Eh.

```
! RIJCOSX wB97M-V def2-TZVPD def2/J DEFGRID3
* xyz 1 1
Pd 0.40727 -0.28944 -0.06094
N 0.12422 0.64827 1.88277
C -0.24149 -0.31241 2.94095
C -1.02142 -1.45601 2.31525
N -0.18303 -2.05193 1.26301
H 0.80513 1.32867 2.19918
H -0.70604 1.16562 1.58794
H -0.84098 0.15952 3.72141
H 0.67434 -0.68492 3.40316
H -1.92511 -1.06432 1.84520
H -1.32078 -2.17115 3.08512
H -0.66332 -2.78138 0.74888
H 0.64242 -2.46787 1.68303
N -1.93529 3.57155 -0.93029
C -1.41353 2.33122 -0.86719
O -1.90239 1.47260 -0.13915
C -0.19490 2.07669 -1.74184
C 0.94893 1.36890 -1.01626
H -2.76234 3.78151 -0.39664
H -1.54246 4.28272 -1.51952
H 0.14469 3.03126 -2.15568
H -0.52194 1.46324 -2.58550
H 1.38272 2.02867 -0.25834
H 1.71852 1.07877 -1.73255
C 3.03335 -1.94037 -1.33774
N 2.11003 -2.84712 -2.00914
C 2.63144 -4.18235 -2.27624
C 0.84873 -2.47755 -2.34387
N 0.20521 -1.49975 -1.76630
N 0.24127 -3.23755 -3.33149
C -1.20519 -3.19524 -3.44855
C 0.90954 -3.34986 -4.62681
H 3.43721 -1.19851 -2.03066
H 3.86027 -2.52374 -0.94136
H 2.54976 -1.41388 -0.51760
H 3.05359 -4.58815 -1.35560
H 3.41983 -4.16436 -3.03184
H 1.83664 -4.84079 -2.60774
H -0.63402 -1.27065 -2.27952
H -1.56069 -2.30473 -3.98346
H -1.66827 -3.23071 -2.46456
H -1.53131 -4.07034 -4.00884
H 1.97358 -3.16195 -4.53225
H 0.49774 -2.61802 -5.32897
H 0.76484 -4.34752 -5.04235
*
```

Mulliken population analysis, charges in e, atoms 1 to 6: Pd 0.400; N -0.460; C -0.629; C -0.473; N -0.466; H 0.260

---

Entry 5:
# C10H27NO6Ti

A molecular structure, C10H27NO6Ti (ωB97M-V with the def2-TZVPD basis set, the Open Molecules 2025 dataset).

As for the energy above the lowest of the compared OMol25 structures with the same formula, charge and spin: 68.5 kJ/mol. The value obtained for the frontier orbital gap (alpha / beta) is 0.194 / 0.384 Eh. The expectation value of S² is 3.75.

```
! RIJCOSX wB97M-V def2-TZVPD def2/J DEFGRID3
* xyz 1 4
Ti 0.75601 0.58527 -0.26668
C -0.45605 1.16788 2.92054
O 0.37532 0.33590 2.15774
C 1.47014 -0.14491 2.88197
C 2.44404 -0.94594 1.98394
N 1.94851 -1.33326 0.67187
C 1.13231 -2.55343 0.62349
C -0.34303 -2.37847 1.00166
O -1.07490 -1.37953 0.32937
C -2.46883 -1.54835 0.48777
H 0.00313 2.13119 3.17034
H -0.62718 0.75938 3.92875
H -1.44936 1.29388 2.50143
H 1.19605 -0.64933 3.81645
H 2.13411 0.63720 3.28647
H 2.77179 -1.84427 2.52547
H 3.32380 -0.33579 1.77650
H 2.68020 -1.37666 -0.02122
H 1.51527 -3.32722 1.29885
H 1.26545 -2.96514 -0.38194
H -0.27250 -2.18090 2.08484
H -0.86744 -3.33890 0.99620
H -2.87618 -2.32253 -0.17156
H -2.92101 -0.61370 0.15869
H -2.75374 -1.79649 1.51016
C -1.59474 -0.74186 -3.07122
C -0.13679 -1.01448 -2.73651
O 0.61237 0.22678 -2.79496
O -1.82757 -0.67711 -4.47087
H -1.82816 0.19651 -2.55883
H -2.27141 -1.47101 -2.61235
H 0.30742 -1.63893 -3.52178
H 0.09280 -1.48182 -1.78537
H 0.55613 0.59792 -3.68099
H -2.27826 -1.50132 -4.67467
C -0.62169 3.42971 -0.44064
C 0.77242 3.38971 -1.01655
O 1.73810 2.67961 -0.20329
O -1.11192 2.07118 -0.51961
H -1.31705 3.99955 -1.05402
H -0.53834 3.79154 0.58678
H 1.13590 4.42134 -1.12235
H 0.85321 2.99897 -2.03553
H 2.55861 2.79498 -0.69764
H -2.00691 2.05284 -0.86069
*
```

Mulliken population analysis, charges in e, atoms 1 to 6: Ti 0.190; C -1.002; O 0.218; C -0.605; C -0.947; N -0.119

---

Entry 6:
# C10H28AgN2O4

A molecular structure, C10H28AgN2O4 (ωB97M-V with the def2-TZVPD basis set, the Open Molecules 2025 dataset).

As for the energy above the lowest of the compared OMol25 structures with the same formula, charge and spin: 75.9 kJ/mol. The value obtained for the frontier orbital gap is 0.179 Eh.

```
! RIJCOSX wB97M-V def2-TZVPD def2/J DEFGRID3
* xyz -1 1
Ag 2.34426 -9.48446 -30.90814
C 1.06238 -9.57170 -34.00734
O 0.75857 -8.72471 -32.91451
H 0.35948 -10.40460 -34.02482
H 1.10609 -9.06903 -34.97352
H 2.03951 -10.02243 -33.83365
C 2.63548 -6.11897 -29.77292
O 2.06496 -6.84511 -30.83000
H 3.38473 -6.64344 -29.17991
H 3.04230 -5.14804 -30.05557
H 1.82555 -6.04635 -29.04708
C 0.87595 -10.07701 -28.48877
C 2.22038 -9.95676 -27.83307
C 2.31794 -10.86539 -26.57057
O 3.56843 -10.84592 -25.91289
C 3.98029 -9.56839 -25.36258
N 3.11513 -10.37767 -28.84807
H 0.75697 -10.90848 -29.18347
H 0.57093 -9.15338 -28.98068
H 0.03731 -10.16932 -27.79865
H 2.54269 -8.92911 -27.66527
H 1.97878 -11.87102 -26.81912
H 1.54226 -10.50814 -25.89323
H 3.10448 -8.96583 -25.12177
H 4.48982 -9.10188 -26.20570
H 4.75656 -9.46553 -24.60434
H 4.02281 -10.27252 -28.41775
H 3.09317 -11.38714 -28.87215
C 5.68705 -9.65944 -30.56635
C 5.63693 -9.00496 -31.93014
C 6.12784 -10.10596 -32.92488
O 5.99634 -9.57706 -34.25180
C 6.89154 -10.10304 -35.19551
N 4.31575 -8.44499 -32.23496
H 5.30396 -9.05021 -29.74770
H 6.72062 -9.96387 -30.40158
H 5.07570 -10.54459 -30.74203
H 6.35189 -8.18506 -31.99857
H 5.33940 -10.85691 -32.87455
H 6.94004 -10.77204 -32.63374
H 6.76228 -9.96098 -36.26845
H 6.66338 -11.16834 -35.16116
H 7.93869 -9.92412 -34.95144
H 4.41326 -8.14495 -33.19442
H 4.21862 -7.55957 -31.75883
*
```

Mulliken population analysis, charges in e, atoms 1 to 6: Ag 0.546; C -0.564; O -0.760; H 0.276; H 0.199; H 0.005

---

Entry 7:
# C10H28BCuO6

A molecular structure, C10H28BCuO6 (ωB97M-V with the def2-TZVPD basis set, the Open Molecules 2025 dataset).

As for the energy above the lowest of the compared OMol25 structures with the same formula, charge and spin: 1822.4 kJ/mol. The value obtained for the frontier orbital gap is 0.098 Eh.

```
! RIJCOSX wB97M-V def2-TZVPD def2/J DEFGRID3
* xyz -2 1
Cu -0.20808 -0.42353 -0.09583
C -0.24104 -2.60409 -0.20953
O -0.71125 -1.92910 -1.08961
O -0.91884 -3.58763 0.06762
O 0.00584 -2.01895 0.84645
B -1.43305 -1.08397 2.51045
H -2.12963 -1.79518 2.92662
H -1.37199 -0.13155 3.01386
H -0.51706 -1.63417 2.66036
H -1.55169 -0.97114 1.44395
C 1.83876 -1.98145 -2.14237
C 1.71183 -0.44315 -2.07234
C 0.59908 0.08159 -2.94003
O 1.41829 -0.01289 -0.74934
H 2.71242 -2.25571 -1.55109
H 2.13685 -2.32431 -3.13317
H 1.00388 -2.50288 -1.67420
H 2.62358 0.02896 -2.43830
H 0.83936 0.07969 -4.00321
H 0.44633 1.14569 -2.75986
H -0.37952 -0.39137 -2.85791
H 2.28313 0.09248 -0.34616
C -0.18882 1.93714 -0.82572
C -1.70779 1.58830 -0.73611
C -2.42529 1.23173 -2.06098
O -1.68909 0.37355 0.00808
H -0.08194 2.80589 -1.47530
H 0.32174 1.05682 -1.21618
H 0.17477 2.19628 0.16864
H -2.28542 2.32584 -0.17891
H -1.76477 0.59658 -2.65123
H -2.71349 2.09754 -2.65714
H -3.35393 0.71073 -1.82798
H -2.58552 0.21237 0.31144
C 1.84168 1.05336 1.37684
C 0.77448 0.16801 2.09677
C 0.44903 0.64754 3.54806
O -0.36319 0.31410 1.26776
H 2.19375 0.66925 0.41945
H 2.74817 1.18696 1.96719
H 1.57334 2.10900 1.33530
H 0.91629 -0.90901 2.00723
H 1.29628 0.46030 4.20774
H -0.34681 0.14294 4.09587
H 0.14545 1.69311 3.60023
H -1.08609 -0.00578 1.81246
*
```

Mulliken population analysis, charges in e, atoms 1 to 6: Cu -0.760; C 0.158; O -0.579; O -0.852; O -0.611; B 0.299

---

Entry 8:
# C10H28CrN2P2

A molecular structure, C10H28CrN2P2 (ωB97M-V with the def2-TZVPD basis set, the Open Molecules 2025 dataset).

As for the energy above the lowest of the compared OMol25 structures with the same formula, charge and spin: 0.0 kJ/mol. The value obtained for the frontier orbital gap (alpha / beta) is 0.333 / 0.355 Eh. The expectation value of S² is 3.84.

```
! RIJCOSX wB97M-V def2-TZVPD def2/J DEFGRID3
* xyz 1 4
Cr 0.30620 -0.02191 -0.81877
H -3.05490 -0.46501 -1.18787
H -3.05710 0.29549 -1.18277
P 0.43470 -2.34641 -1.07197
P 0.43790 2.30899 -1.02107
C 0.65190 3.28279 0.53643
H 0.83200 4.35349 0.33393
H -0.25290 3.16819 1.15623
H 1.50410 2.86399 1.09703
C 1.84500 2.91139 -2.05537
H 1.73900 2.49199 -3.06857
H 1.87130 4.01469 -2.10207
H 2.78690 2.53579 -1.62297
C -1.01050 3.15649 -1.80927
H -1.89850 3.02629 -1.16767
H -0.81970 4.23529 -1.95177
H -1.21000 2.68709 -2.78667
C 1.94110 -2.92641 -1.97067
H 1.95390 -4.02611 -2.07397
H 1.95800 -2.45121 -2.96457
H 2.83400 -2.59601 -1.41477
C 0.46740 -3.38481 0.45803
H -0.49010 -3.26551 0.99173
H 0.63660 -4.45251 0.23123
H 1.27160 -3.01431 1.11553
C -0.92470 -3.14111 -2.05037
H -1.01080 -2.62301 -3.01997
H -0.72870 -4.21491 -2.22087
H -1.87780 -3.02811 -1.50627
H 0.48830 -0.02791 -2.55347
H 1.86800 -0.02591 -0.51107
C -0.31610 0.50149 4.58003
N -0.65710 0.16229 3.20443
C -1.78350 -0.43651 2.77783
C -1.69210 -0.59351 1.40933
N -0.51670 -0.07691 0.99773
C 0.09810 0.36659 2.11033
H -1.06970 1.20499 4.99073
H -0.29860 -0.42101 5.19823
H 0.68570 0.98039 4.62623
H -2.60030 -0.75161 3.41403
H -2.42370 -1.07001 0.78143
H 1.08170 0.81309 2.12243
*
```

Mulliken population analysis, charges in e, atoms 1 to 6: Cr -0.869; H -0.004; H 0.006; P 1.220; P 1.273; C -1.225

---

no.,E (eV)
1,-80174.2113
2,-50616.9131
3,-37776.1782
4,-25271.8198
5,-47688.7423
6,-25987.6687
7,-68401.6178
8,-60796.5368